The following is a quantum chemistry calculation of a molecular structure, C19H26IN4ORh, from OMol25.

```
52
Properties=species:S:1:pos:R:3:forces:R:3
C 1.550 0.185 -3.885 -0.389 -0.479 -5.986
I -1.605 0.448 -2.966 -0.823 -0.680 -3.698
H 0.857 -0.002 -4.762 -0.453 -0.073 2.122
H 2.246 -0.669 -3.942 0.857 0.956 -0.677
H 1.819 1.253 -4.084 1.073 -0.966 -0.620
C -0.909 4.284 0.157 -0.073 -0.253 -0.117
C -2.138 3.921 -0.266 0.424 -0.218 0.128
N -2.053 2.581 -0.608 -0.134 0.629 0.285
C -0.788 2.109 -0.443 -0.396 0.393 -0.054
N -0.087 3.167 0.034 -1.035 0.468 -0.117
H -0.555 5.231 0.511 0.140 0.081 0.058
H -3.067 4.468 -0.359 0.262 -0.088 0.074
C 2.106 -3.238 -0.180 0.054 0.909 0.284
C 0.833 -1.500 -0.933 -0.474 -1.630 0.708
N 1.815 -1.873 -0.063 0.369 -0.349 -0.065
H 1.162 -4.691 -1.502 -0.064 -0.195 -0.158
N 0.485 -2.657 -1.558 1.164 -0.101 0.653
H 2.880 -3.708 0.421 -0.317 0.127 -0.258
Rh -0.085 0.243 -0.962 1.716 1.327 1.700
C 1.450 0.329 -2.516 0.483 1.039 5.421
O 2.508 0.634 -1.973 -0.916 -0.168 0.268
C 1.273 -3.698 -1.121 0.052 -0.593 0.069
C -0.579 -2.905 -2.478 -0.505 0.022 -0.560
H -1.357 -3.490 -1.995 -0.149 -0.048 0.076
H -0.191 -3.472 -3.319 0.005 -0.064 -0.192
H -1.008 -1.978 -2.846 0.095 -0.078 0.046
C 2.458 -1.060 0.973 0.093 0.267 0.337
H 3.526 -1.363 1.035 -0.645 0.318 -0.096
H 1.978 -1.246 1.967 0.345 0.183 -0.829
H 2.387 0.023 0.726 0.018 -0.835 0.091
C 1.290 3.169 0.473 -0.037 0.107 0.073
H 1.723 4.127 0.209 0.223 0.068 -0.103
H 1.834 2.363 -0.001 0.097 -0.146 -0.185
H 1.341 3.064 1.555 0.073 -0.068 0.228
C -3.262 1.908 -1.058 -0.559 -0.363 0.470
H -3.069 0.854 -1.309 -0.433 0.924 0.641
H -3.621 2.402 -1.966 -0.012 -0.190 0.176
H -4.020 1.949 -0.270 0.042 0.282 0.108
C -1.390 -0.483 0.534 -0.448 -0.760 -0.446
C -0.851 -0.681 1.926 -0.637 -0.187 -0.348
C -1.156 -1.855 2.652 0.311 0.166 -0.083
C -0.693 -2.002 3.961 0.024 0.017 -0.143
C 0.072 -0.993 4.559 -0.254 -0.174 -0.316
C 0.337 0.178 3.860 -0.180 0.092 -0.397
C -0.143 0.344 2.554 0.173 -0.319 0.616
H -1.769 -1.440 0.121 -0.010 0.373 0.408
H -2.239 0.221 0.567 0.338 -0.272 0.054
H -1.764 -2.643 2.172 0.416 0.480 0.285
H -0.928 -2.915 4.515 0.085 0.255 -0.119
H 0.448 -1.133 5.564 0.025 0.038 0.048
H 0.917 0.978 4.311 -0.065 -0.065 -0.007
H 0.031 1.267 2.006 0.048 -0.157 0.149
```
Positions in Å, forces in eV/Å.

Summary:
Multiplicity ... 5
Frontier orbital gap (alpha / beta) ... 1.90 / 5.70 eV
ΔE to the lowest compared entry with this formula, charge and spin ... 89.2 kJ/mol
HOMO level (alpha / beta) ... 0.0883 / -0.0866 Eh
Net charge ... -2



The following is a quantum chemistry calculation of 11 unconnected molecules or ions with the total composition C36H94O11, from OMol25.

```
141
Properties=species:S:1:pos:R:3:forces:R:3
C 8.563 10.043 -12.953 0.551 0.889 -0.706
C 9.322 10.234 -11.649 -0.672 -0.562 0.115
C 8.453 11.006 -10.654 0.197 0.052 0.338
O 9.573 8.953 -11.097 0.002 -0.175 0.067
H 9.110 9.471 -13.706 0.000 -0.470 0.405
H 8.482 11.022 -13.446 -0.355 0.029 0.247
H 7.566 9.639 -12.794 0.033 -0.157 0.035
H 10.272 10.749 -11.826 -0.069 0.108 -0.075
H 7.660 10.350 -10.288 0.058 -0.151 -0.133
H 7.960 11.895 -11.054 0.295 0.096 -0.094
H 9.072 11.264 -9.790 -0.146 0.194 0.010
H 10.426 8.944 -10.638 0.063 0.313 -0.288
C 6.037 7.353 -4.815 0.450 -0.909 -0.391
C 6.846 8.479 -5.419 0.078 0.370 -0.411
C 8.317 8.530 -5.005 -0.576 -0.267 1.037
O 6.844 8.412 -6.866 -0.599 0.015 0.258
H 5.015 7.296 -5.191 -0.080 0.500 0.147
H 6.068 7.454 -3.731 -0.238 -0.039 0.019
H 6.439 6.366 -5.072 0.325 0.148 0.143
H 6.314 9.385 -5.104 0.264 0.179 -0.144
H 8.434 8.215 -3.961 -0.005 -0.051 -0.085
H 8.708 9.545 -5.035 0.142 -0.037 -0.433
H 8.869 7.836 -5.634 0.188 0.141 -0.074
H 6.790 9.316 -7.189 0.065 -0.061 -0.144
C 13.184 11.197 -9.507 -0.482 1.076 -0.612
C 13.092 10.409 -10.819 0.965 -1.118 1.845
C 14.507 9.926 -11.172 -0.448 -0.284 -1.369
O 12.319 9.224 -10.541 -0.037 0.419 -0.473
H 12.241 11.671 -9.217 -0.122 -0.266 -0.104
H 13.882 12.032 -9.632 0.190 -0.201 0.215
H 13.481 10.537 -8.694 0.219 -0.023 -0.043
H 12.622 10.938 -11.642 -0.069 0.067 0.021
H 15.173 10.687 -11.582 -0.055 0.200 0.317
H 14.374 9.196 -11.979 0.154 -0.018 0.061
H 14.988 9.392 -10.354 -0.049 0.220 0.231
H 12.754 8.769 -9.797 -0.240 -0.092 0.073
C 11.488 6.356 -12.157 -1.116 -0.806 -0.269
C 10.453 5.483 -12.879 0.184 -0.948 0.365
C 10.282 4.151 -12.134 0.726 -0.079 -0.010
O 9.182 6.144 -12.844 0.380 0.138 -0.475
H 12.379 5.784 -11.898 0.113 0.032 -0.188
H 10.943 6.569 -11.236 0.411 0.679 0.062
H 11.710 7.227 -12.764 0.102 0.273 0.385
H 10.765 5.258 -13.906 -0.137 0.243 -0.063
H 9.362 3.638 -12.403 -0.162 0.181 0.106
H 10.333 4.363 -11.062 -0.380 -0.143 0.033
H 11.095 3.442 -12.334 0.088 0.220 -0.129
H 8.811 6.086 -13.729 -0.141 0.081 0.073
C 14.498 1.345 -12.383 -0.352 0.485 -0.679
C 14.479 1.521 -10.885 0.654 -1.098 0.897
C 13.831 2.808 -10.449 -0.465 0.152 0.236
O 13.860 0.375 -10.233 -0.419 0.593 -0.410
H 13.467 1.315 -12.750 -0.012 -0.062 0.085
H 15.000 0.464 -12.786 0.108 -0.124 0.432
H 14.954 2.212 -12.870 0.093 -0.006 0.108
H 15.477 1.477 -10.424 0.277 0.566 -0.655
H 13.979 2.976 -9.381 0.020 0.003 -0.015
H 12.751 2.849 -10.622 0.036 -0.267 -0.150
H 14.256 3.652 -10.995 0.140 -0.035 0.044
H 14.385 -0.377 -10.525 -0.151 -0.139 0.126
C 7.286 4.222 -10.130 -0.472 -0.703 -0.658
C 6.709 5.238 -9.174 -0.287 -0.523 0.820
C 6.838 4.797 -7.708 0.187 0.133 -0.191
O 7.340 6.491 -9.320 -0.124 0.051 -0.496
H 8.298 3.866 -9.941 0.135 0.418 0.086
H 7.168 4.539 -11.169 0.499 0.434 0.093
H 6.652 3.326 -10.129 0.017 0.020 0.448
H 5.637 5.239 -9.424 0.013 0.583 0.024
H 6.553 3.753 -7.571 0.119 0.005 0.061
H 6.243 5.413 -7.032 -0.208 0.032 -0.190
H 7.876 4.982 -7.419 0.052 -0.363 0.047
H 6.977 7.111 -8.674 0.069 -0.087 0.110
C 17.261 4.579 -7.467 0.143 -0.041 0.904
C 16.572 3.226 -7.510 -0.105 -0.044 -0.587
O 16.126 2.862 -6.224 -0.072 -0.107 0.019
C 14.835 3.339 -5.879 -0.027 -0.394 0.225
C 14.647 3.131 -4.370 0.160 0.421 -0.883
H 16.661 5.293 -6.894 -0.181 -0.071 -0.126
H 18.158 4.433 -6.860 0.234 0.289 -0.309
H 17.473 5.043 -8.425 0.168 -0.269 -0.108
H 15.783 3.228 -8.276 -0.277 -0.026 0.353
H 17.245 2.420 -7.818 0.206 0.207 0.000
H 14.716 4.382 -6.197 -0.013 0.027 0.160
H 14.078 2.737 -6.395 0.016 0.258 -0.210
H 13.938 3.869 -3.996 -0.151 -0.216 0.163
H 15.603 3.280 -3.872 -0.010 -0.037 0.097
H 14.294 2.113 -4.224 -0.024 0.027 0.385
C 12.011 9.506 -5.222 -0.964 -0.012 -0.677
C 13.380 10.132 -5.257 0.172 -1.337 0.969
O 14.274 9.020 -5.089 0.205 0.625 0.184
C 15.595 9.459 -4.880 0.806 0.078 -1.849
C 16.529 8.267 -5.029 -0.005 -0.073 1.138
H 11.760 9.019 -4.280 0.294 0.338 0.275
H 11.223 10.225 -5.462 0.074 0.093 0.154
H 11.900 8.709 -5.958 0.355 0.145 -0.210
H 13.637 10.669 -6.173 -0.215 0.046 -0.087
H 13.510 10.782 -4.383 -0.012 0.300 -0.197
H 15.901 10.130 -5.706 -0.378 0.209 0.053
H 15.726 10.069 -3.981 -0.103 -0.412 0.352
H 16.427 7.652 -4.130 0.141 -0.296 -0.214
H 17.576 8.559 -5.120 -0.052 0.201 0.137
H 16.297 7.672 -5.909 -0.265 0.063 -0.015
C 10.833 7.333 -8.206 -1.144 -1.583 0.134
C 12.187 6.746 -7.903 0.268 1.033 -0.152
O 13.151 7.758 -8.249 0.220 0.047 0.368
C 14.510 7.338 -8.183 -0.594 -0.515 -0.806
C 14.871 6.539 -9.432 1.043 -0.683 0.241
H 10.510 8.194 -7.626 0.503 0.231 -0.041
H 10.610 7.468 -9.260 0.299 0.241 -0.058
H 10.126 6.538 -7.919 -0.122 0.141 -0.035
H 12.245 6.497 -6.836 0.290 0.145 0.049
H 12.394 5.823 -8.448 -0.190 0.022 -0.170
H 15.134 8.230 -8.151 -0.127 0.126 0.297
H 14.645 6.725 -7.289 0.219 0.174 0.150
H 15.963 6.484 -9.526 -0.024 0.345 -0.070
H 14.477 6.963 -10.353 -0.165 0.069 0.060
H 14.627 5.475 -9.359 -0.562 0.145 -0.012
C 18.465 2.075 -11.765 -0.221 0.287 -0.368
C 18.832 3.284 -10.937 -0.227 -0.616 1.491
O 18.968 4.432 -11.713 -0.051 -0.199 -0.384
C 19.211 5.607 -10.994 -0.633 0.425 0.825
C 19.284 6.754 -11.974 1.466 0.272 0.062
H 18.288 1.213 -11.122 0.343 -0.063 0.033
H 17.521 2.230 -12.294 0.063 0.196 -0.047
H 19.235 1.879 -12.510 0.006 -0.230 0.068
H 18.079 3.397 -10.135 -0.279 0.355 -0.367
H 19.725 3.077 -10.321 0.316 0.102 -0.479
H 18.412 5.829 -10.261 -0.341 -0.317 -0.382
H 20.065 5.504 -10.305 0.413 0.052 -0.589
H 19.337 7.710 -11.449 -0.507 -0.011 0.032
H 18.498 6.723 -12.722 -0.256 0.043 0.217
H 20.241 6.740 -12.509 -0.134 -0.295 -0.147
C 10.752 2.636 -5.478 -1.331 -0.287 0.340
C 10.648 3.550 -6.707 0.827 -0.230 0.849
O 11.815 3.429 -7.508 0.235 0.600 -0.338
H 9.752 2.322 -5.150 0.007 0.081 -0.093
H 11.145 3.190 -4.626 0.388 -0.129 -0.095
H 11.299 1.703 -5.607 0.242 0.171 -0.307
H 10.678 4.543 -6.253 -0.023 0.280 -0.610
H 9.733 3.487 -7.296 -0.026 -0.375 0.033
H 11.826 2.620 -8.029 -0.311 -0.114 0.135
```
Positions in Å, forces in eV/Å.

Summary:
Frontier orbital gap ... 9.71 eV
ΔE to the lowest compared entry with this formula, charge and spin ... 0.0 kJ/mol
Structure (SMILES) ... CC(C)O.CC(C)O.CC(C)O.CC(C)O.CC(C)O.CC(C)O.CCOCC.CCOCC.CCOCC.CCOCC.CCO
HOMO level ... -0.3328 Eh



Number 1: total energy -39233.882 eV, strongest force on any atom 6.0 eV/Å. Number 2: total energy -61375.909 eV, strongest force on any atom 2.4 eV/Å.